Entry from OMol25: C28H27Cl3N3O3RuS2 as an isolated structure (ωB97M-V/def2-TZVPD).

For the total energy, the calculation gives -101900.1668 eV. As for the net charge: +1. The HOMO energy (spin up / spin down) comes out at -10.8324 / -10.8338 eV. The energy above the lowest of the compared OMol25 structures with the same formula, charge and spin comes out at 9.25 kcal/mol. As for the HOMO-LUMO gap (spin up / spin down): 0.2058 / 0.2060 Eh.

The geometry in XYZ format:
```
67
Properties=species:S:1:pos:R:3:forces:R:3
Ru 0.032 0.278 0.711 0.0 -0.1 0.0
C 2.520 -0.065 -1.035 0.0 0.0 0.0
C 1.900 0.955 -0.131 -0.1 0.0 0.0
N 1.796 0.704 1.203 0.1 0.0 0.0
N 2.315 1.177 2.286 0.0 0.0 0.0
C 1.457 1.000 3.304 0.0 0.1 0.0
S -0.076 0.358 2.971 0.0 0.0 0.0
S 1.899 1.420 4.910 0.0 0.0 0.0
C 3.284 2.574 4.598 0.0 0.0 0.0
C 2.867 3.796 3.828 0.0 0.0 0.0
C 3.471 4.087 2.612 0.0 0.0 0.0
C 3.101 5.218 1.897 0.0 0.0 0.0
C 2.118 6.059 2.393 0.0 0.0 0.0
C 1.509 5.774 3.609 0.0 0.0 0.0
C 1.884 4.648 4.324 0.0 0.0 0.0
C 1.679 2.350 -0.521 0.0 0.0 0.0
C 2.558 3.096 -1.317 0.0 0.0 0.0
C 2.261 4.406 -1.611 0.0 0.0 0.0
C 1.085 4.983 -1.107 0.0 0.0 0.0
C 0.209 4.265 -0.329 0.0 0.0 0.0
C 0.491 2.923 -0.038 0.0 0.0 0.0
O -0.376 2.190 0.654 0.0 0.0 0.0
H 2.810 -0.957 -0.488 0.0 0.0 0.0
H 1.835 -0.338 -1.839 0.0 0.0 0.0
H 3.400 0.382 -1.501 0.0 0.0 0.0
H 3.612 2.813 5.611 0.0 0.0 0.0
H 4.085 2.034 4.097 0.0 0.0 0.0
H 4.237 3.426 2.225 0.0 0.0 0.0
H 3.580 5.437 0.952 0.0 0.0 0.0
H 1.826 6.941 1.837 0.0 0.0 0.0
H 0.748 6.434 4.002 0.0 0.0 0.0
H 1.408 4.429 5.273 0.0 0.0 0.0
H 3.467 2.647 -1.695 0.0 0.0 0.0
H 2.928 4.988 -2.231 0.0 0.0 0.0
H 0.859 6.015 -1.343 0.0 0.0 0.0
H -0.705 4.697 0.054 0.0 0.0 0.0
Cl -7.459 -0.594 -0.476 0.0 0.0 0.0
C -5.743 -0.473 -0.327 0.0 0.0 0.0
C -5.200 0.374 0.622 0.0 0.0 0.0
C -3.824 0.474 0.734 0.0 0.0 0.0
Cl -3.159 1.493 1.958 0.0 0.0 0.0
C -2.967 -0.258 -0.094 0.0 0.0 -0.1
O -1.643 -0.204 -0.045 0.0 0.0 0.1
C -3.563 -1.133 -1.016 0.0 0.0 0.0
Cl -2.530 -2.112 -2.001 0.0 0.0 0.0
C -4.932 -1.240 -1.150 0.0 0.0 0.0
H -5.838 0.952 1.274 0.0 0.0 0.0
H -5.358 -1.912 -1.880 0.0 0.0 0.0
O 0.460 -1.771 0.459 0.0 0.0 0.0
C -0.257 -2.769 0.657 0.0 0.0 0.0
C -1.437 -2.800 1.572 0.0 0.0 0.0
C -0.958 -3.625 2.807 0.0 0.0 0.0
C 0.569 -3.669 3.061 0.0 0.0 0.0
C 1.375 -4.691 2.232 0.0 0.0 0.0
C 1.515 -4.355 0.746 0.0 0.0 0.0
N 0.181 -3.979 0.238 0.0 0.0 0.0
H -2.291 -3.278 1.090 0.0 0.0 0.0
H -1.734 -1.793 1.851 0.0 0.0 0.0
H -1.323 -4.651 2.719 0.0 0.0 0.0
H -1.445 -3.204 3.686 0.0 0.0 0.0
H 0.705 -3.933 4.110 0.0 0.0 0.0
H 1.000 -2.668 2.950 0.0 0.0 0.0
H 0.894 -5.670 2.331 0.0 0.0 0.0
H 2.372 -4.797 2.664 0.0 0.0 0.0
H 1.891 -5.200 0.173 0.0 0.0 0.0
H 2.180 -3.512 0.580 0.0 0.0 0.0
H -0.498 -4.710 0.411 0.0 0.0 0.0
```
Forces are in eV/Å.